12
Properties=species:S:1:pos:R:3:lowdin_charge:R:1 method="wB97M-V/def2-TZVPD" largest_force_ev_per_a=4.854 relative_energy_kcal_mol=72.0 e_tot_ha=-360.5547 gap_ev=8.77 e_lumo_ev=-0.005 homo_energy_ev=-8.77 total_charge=0 mol_weight_g_mol=99.1
C -1.05187 -0.70717 -0.54412 0.000
C -0.39237 -0.84237 0.59386 -0.079
C -0.67565 0.48550 -1.37603 -0.633
C 0.47841 0.28935 1.09772 -0.125
N 0.41839 1.06017 -0.88016 0.125
O -1.24144 0.88035 -2.36663 0.027
O 1.74487 0.08646 1.40276 0.082
H -1.76621 -1.49968 -0.74960 0.115
H -0.47746 -1.79868 1.30403 0.155
H 0.01388 1.16298 1.47705 0.124
H 0.98910 1.72140 -1.40232 0.094
H 1.96036 -0.83832 1.44344 0.115